Here is a structure of composition C26H29BCdF6N10O9S3 at a distorted geometry from the OMol25 dataset. Energies are from wB97M-V/def2-TZVPD.

Structure (XYZ):
```
85
Properties=species:S:1:pos:R:3:forces:R:3
Cd 0.23172 -0.42586 0.08629 0.2 -0.4 0.2
C 2.90952 -2.06928 -2.20313 0.1 0.0 0.0
C 1.62647 -1.70441 -2.87372 0.0 0.0 0.1
C 1.19651 -2.06146 -4.16417 0.0 0.0 0.0
C -0.06718 -1.52514 -4.28861 0.0 0.0 0.0
C -1.01257 -1.61598 -5.44057 0.0 0.0 0.0
N -0.35533 -0.87972 -3.13890 0.1 0.0 0.0
N 0.68843 -0.98535 -2.27416 -0.1 -0.1 0.1
B -1.71867 -0.30740 -2.71600 0.0 0.0 -0.1
N -1.57719 1.15591 -2.22171 0.0 0.0 0.1
N -0.51463 1.60533 -1.49342 -0.1 0.0 0.0
C -0.76463 2.88234 -1.21121 0.1 -0.1 0.0
C 0.17708 3.73687 -0.43317 0.0 0.1 0.0
C -1.99542 3.26957 -1.74739 0.0 0.0 -0.1
C -2.48296 2.14092 -2.37216 0.0 0.0 0.0
C -3.79557 1.97639 -3.06175 0.0 0.0 0.0
N -2.38125 -1.22087 -1.65545 0.0 -0.1 0.0
N -1.66690 -1.65161 -0.58716 -0.1 0.4 0.1
C -2.44713 -2.44636 0.12942 0.1 0.0 0.0
C -1.97370 -3.06713 1.39926 0.0 0.0 0.0
C -3.69450 -2.56598 -0.50247 0.0 0.0 0.0
C -3.61217 -1.77465 -1.63065 0.0 0.0 -0.1
C -4.65848 -1.54827 -2.67339 0.0 0.0 0.0
H 3.38061 -2.89300 -2.74293 0.0 0.0 0.0
H 2.73250 -2.37182 -1.17082 0.0 0.0 0.0
H 3.60338 -1.22672 -2.19474 0.0 0.0 0.0
H 1.73101 -2.64573 -4.89504 0.0 0.0 0.0
H -0.53217 -2.15430 -6.25793 0.0 0.0 0.0
H -1.30649 -0.62989 -5.80286 0.0 0.0 0.0
H -1.92539 -2.14936 -5.16945 0.0 0.0 0.0
H -2.43264 -0.30312 -3.67886 0.0 0.0 0.0
H 0.81782 3.13587 0.20367 0.0 0.0 0.0
H -0.38030 4.41752 0.20949 0.0 0.0 0.0
H 0.79498 4.34878 -1.09965 0.0 0.0 0.0
H -2.47799 4.22944 -1.66917 0.0 0.0 0.0
H -4.18605 2.95832 -3.33095 0.0 0.0 0.0
H -4.52378 1.49826 -2.40454 0.0 0.0 0.0
H -3.71367 1.37053 -3.96244 0.0 0.0 0.0
H -0.95909 -3.44637 1.27978 0.0 0.0 0.0
H -2.63451 -3.88610 1.68596 0.0 0.0 0.0
H -1.96219 -2.32930 2.20260 0.0 0.0 0.0
H -4.54240 -3.14315 -0.17295 0.0 0.0 0.0
H -5.38745 -2.35798 -2.62898 0.0 0.0 0.0
H -4.23383 -1.51938 -3.67586 0.0 0.0 0.0
H -5.19494 -0.61159 -2.51541 0.0 0.0 0.0
O 2.73861 -3.77837 4.91220 0.0 0.0 0.0
C 2.16094 -3.21616 4.00104 0.0 0.0 0.0
C 2.43904 -3.40081 2.52974 0.1 0.0 0.1
O 3.28589 -4.14139 2.04505 -0.1 0.0 0.0
C 1.50633 -2.51691 1.83841 -0.1 0.0 -0.1
C 0.79897 -1.71737 2.78035 0.1 -0.2 0.1
O 0.02956 -0.77305 2.41223 -0.2 -0.2 -0.4
C 1.03554 -2.21530 4.13612 0.0 -0.1 0.1
O 0.45547 -1.93705 5.17310 0.0 0.0 0.0
O 1.32395 -2.41242 0.58867 0.1 0.0 -0.1
F -3.49717 2.95263 3.69555 0.0 0.0 0.0
C -3.23057 2.52760 2.45359 -0.1 -0.1 0.0
F -2.74844 3.56669 1.76264 0.1 0.0 0.0
F -4.40075 2.18066 1.88928 0.1 0.0 0.0
S -2.07714 1.07452 2.44167 -0.2 0.4 -0.1
O -1.78823 0.92546 1.03611 0.0 -0.1 -0.1
O -2.83236 0.05801 3.10073 0.0 0.0 0.1
N -0.93682 1.72521 3.28644 -0.2 -0.2 0.3
S 0.60226 1.63701 3.05055 0.1 1.0 -0.1
O 1.01550 1.57979 1.66238 0.1 -0.1 0.0
O 1.37085 0.98846 4.05766 0.1 -0.2 0.2
C 0.96017 3.41665 3.44229 0.1 -0.1 0.0
F 0.29146 4.27289 2.65691 0.0 0.0 0.0
F 0.67163 3.72584 4.71155 0.0 0.0 0.0
F 2.27417 3.65637 3.25909 0.0 0.0 0.0
C 4.53724 0.03624 3.76024 0.0 0.0 0.1
C 5.31213 0.27016 2.46652 0.1 0.0 -0.1
C 4.39376 0.52096 1.30855 0.0 -0.2 0.1
N 3.44292 -0.27335 0.98233 0.0 0.1 0.0
N 2.70135 0.16954 -0.07484 -0.1 0.0 0.0
C 3.12595 1.28916 -0.56622 -0.1 0.0 -0.1
N 2.57659 1.86195 -1.68385 0.0 0.0 0.0
S 4.48811 1.93190 0.28504 0.1 0.1 -0.1
H 5.22226 -0.02417 4.60746 0.0 0.0 0.0
H 3.97605 -0.89496 3.70506 0.0 0.0 0.0
H 3.81452 0.83065 3.94019 0.0 0.0 0.0
H 5.91757 -0.60849 2.22797 0.0 0.0 0.0
H 5.99942 1.11433 2.56868 0.0 0.0 0.0
H 1.63185 1.52096 -1.87262 0.0 0.0 0.0
H 2.63259 2.86739 -1.71255 0.0 0.0 0.0
```
Forces are in eV/Å.

Values from the calculation:
- Energy: -114818.40915 eV
- Orbital gap: 5.26 eV
- Total charge: -2
- Multiplicity: 1
- Relative energy (zero: lowest compared OMol25 entry of this formula, charge and spin): 88.46 kJ/mol